C37H31Br4ClHfN4O5 | the ωB97M-V functional and the def2-TZVPD basis

```
83
C37H31Br4ClHfN4O5, DFT the ωB97M-V functional and the def2-TZVPD basis
Hf -0.1728 0.1261 -0.5301
Cl 5.3864 -0.9533 -4.9184
C 4.3116 -0.5170 -3.6336
C 4.2218 0.8168 -3.2204
C 3.3849 1.1688 -2.1918
C 2.5437 0.2291 -1.5640
O 1.8015 0.5747 -0.5454
C 2.6342 -1.1202 -2.0163
C 1.9412 -2.1458 -1.3043
N 0.9811 -1.8772 -0.4816
C 0.5838 -2.7989 0.4902
C 0.4240 -4.1527 0.3299
C 0.0653 -4.9607 1.4290
C -0.1141 -4.4198 2.6719
C 0.0409 -3.0267 2.8690
C -0.1251 -2.3835 4.1166
C 0.0381 -1.0293 4.1959
C 0.3448 -0.3023 3.0278
N 0.4999 -0.8574 1.8530
C 0.3716 -2.2095 1.7688
C 3.5515 -1.4744 -3.0199
H 4.8362 1.5648 -3.7040
H 3.3433 2.1933 -1.8456
H 2.3446 -3.1580 -1.3668
H 0.5754 -4.6048 -0.6433
H -0.0552 -6.0260 1.2792
H -0.3735 -5.0459 3.5171
H -0.3675 -2.9782 4.9895
H -0.0777 -0.5025 5.1328
H 0.4505 0.7743 3.0743
H 3.6330 -2.5102 -3.3234
Br 1.4247 6.8085 -0.5927
C 0.7072 5.1308 -0.1111
C 0.2269 4.9167 1.1748
Br 0.2344 6.3064 2.4548
C -0.2785 3.6613 1.5165
Br -0.9802 3.2988 3.2337
C -0.3142 2.6143 0.6019
O -0.7724 1.4072 0.9035
C 0.1011 2.8593 -0.7366
O -0.0877 1.8809 -1.6240
C 0.6364 4.1001 -1.0535
Br 1.2370 4.3398 -2.8266
C -1.2134 -0.7690 -2.3495
C -0.3806 -1.2997 -3.4349
C -0.2008 -2.6795 -3.6293
C 0.4973 -3.1748 -4.7128
C 1.0417 -2.3019 -5.6559
C 0.8846 -0.9231 -5.4774
C 0.1957 -0.4389 -4.3876
C 1.7538 -2.8274 -6.7749
N 2.3365 -3.2758 -7.6606
H -1.9058 -1.5322 -1.9904
H -1.7924 0.0638 -2.7469
H -0.6664 -3.3717 -2.9349
H 0.6105 -4.2425 -4.8561
H 1.3102 -0.2480 -6.2089
H 0.0748 0.6320 -4.2616
C -3.6461 2.2724 -0.5150
O -2.6941 1.3861 -1.0847
H -4.1304 2.8814 -1.2814
H -3.1913 2.9317 0.2314
H -4.4051 1.6652 -0.0254
H -2.0684 1.9015 -1.6129
O -1.8006 -1.1229 0.4627
C -2.7041 -1.5053 1.2118
C -3.4895 -0.5345 2.0446
C -4.9473 -0.4176 1.5636
C -5.8539 -1.5547 2.0346
C -5.4594 -2.9292 1.4956
C -4.0999 -3.4127 2.0058
N -2.9818 -2.8079 1.2942
H -2.9815 0.4255 1.9483
H -3.4673 -0.8359 3.0956
H -4.9557 -0.3694 0.4714
H -5.3488 0.5248 1.9385
H -6.8753 -1.3356 1.7168
H -5.8584 -1.5866 3.1288
H -5.4266 -2.8997 0.4031
H -6.2196 -3.6585 1.7834
H -4.0120 -4.4881 1.8664
H -4.0085 -3.2096 3.0771
H -2.4112 -3.4024 0.7095
```

Properties
lowest unoccupied orbital energy	-0.03545	Ha
HOMO-LUMO gap	6.6752	eV
total charge	0
ΔE to the lowest compared entry with this formula, charge and spin	0.0	kJ/mol